Below is a structure of composition C6H14N4, with properties calculated with ωB97M-V/def2-TZVPD.

```
24
Properties=species:S:1:pos:R:3
C -1.602 1.985 -0.464
C -1.272 -1.220 1.151
C 0.724 0.950 0.093
C 1.081 -0.477 -0.004
C -0.614 0.913 -0.138
C -0.820 -0.545 -0.127
N 1.558 2.003 0.459
N 1.473 -1.045 -1.269
N 1.880 -0.940 1.084
N -1.509 -1.076 -1.250
H 1.137 2.703 1.054
H 2.473 1.734 0.787
H 1.435 -0.398 -2.047
H 2.402 -1.453 -1.335
H 2.690 -1.489 0.824
H 1.418 -1.433 1.837
H -1.559 -2.086 -1.263
H -1.158 -0.730 -2.132
H -1.121 2.963 -0.453
H -2.032 1.835 -1.458
H -2.431 1.995 0.248
H -0.758 -0.784 2.004
H -2.354 -1.116 1.266
H -1.040 -2.288 1.133
```

Values from the calculation:
**Orbital gap**: 8.13 eV
**DFT total energy**: -455.98666 Eh
**Energy relative to the best compared isomer or geometry (same formula, charge and spin)**: 1.424 eV
**HOMO level**: -0.26592 hartree

Results of the natural (NBO) charge analysis, in e, for atoms 1 through 6:
1. C -0.642
2. C -0.634
3. C 0.152
4. C 0.227
5. C -0.121
6. C 0.174

=====

Below is a cluster of 2 separate species, C2H9N2 in total, with properties calculated with ωB97M-V/def2-TZVPD.

```
13
Properties=species:S:1:pos:R:3
C -0.303 4.102 1.659
H 0.869 4.315 1.425
H -0.467 3.520 0.733
H -0.940 4.968 1.629
H -0.604 3.570 2.610
N 0.380 -0.469 -0.601
C 0.100 -1.696 -1.128
N -0.129 -2.746 -0.318
H 0.851 -0.505 0.220
H 0.237 0.407 -1.036
H -0.245 -1.794 -2.201
H -0.459 -3.660 -0.734
H 0.223 -2.749 0.599
```

Values from the calculation:
**Net charge**: +1
**Orbital gap**: 9.91 eV
**DFT total energy**: -190.82807 Eh
**Energy relative to the best compared isomer or geometry (same formula, charge and spin)**: 1.258 eV
**HOMO level**: -0.54226 hartree

Results of the natural (NBO) charge analysis, in e, for atoms 1 through 6:
1. C -0.865
2. H 0.222
3. H 0.192
4. H 0.228
5. H 0.224
6. N -0.698

=====

Below is the molecule C2H4FNO3, with properties calculated with ωB97M-V/def2-TZVPD.

```
11
Properties=species:S:1:pos:R:3
C 0.018 0.026 0.345
C -1.269 0.612 -0.305
N -2.514 -0.339 -0.046
O -2.276 -1.503 -0.221
O -3.599 0.171 0.067
O 1.165 0.248 -0.577
F -1.646 1.875 -0.002
H 0.168 0.455 1.259
H -0.315 -1.054 0.591
H -1.002 0.716 -1.439
H 1.504 -0.672 -0.632
```

Values from the calculation:
**Orbital gap (alpha / beta)**: 8.06 / 6.24 eV
**DFT total energy**: -458.65340 Eh
**Energy relative to the best compared isomer or geometry (same formula, charge and spin)**: 3.019 eV
**Multiplicity**: 3
**HOMO level (alpha / beta)**: -0.27472 / -0.38476 hartree

Results of the natural (NBO) charge analysis, in e, for atoms 1 through 6:
1. C -0.149
2. C 0.341
3. N 0.266
4. O -0.314
5. O -0.252
6. O -0.692

=====

Below is the ion C2H3O4S2 with charge -1, with properties calculated with ωB97M-V/def2-TZVPD.

```
11
Properties=species:S:1:pos:R:3
O 1.085 -0.791 1.554
S 1.225 -0.040 0.315
O 2.124 1.122 0.531
O 1.795 -0.889 -1.032
C -0.409 0.268 -0.519
O -0.212 0.114 -1.756
C -1.612 -0.114 0.477
S -1.165 1.704 0.326
H 1.171 -0.591 -1.601
H -2.645 -0.342 0.216
H -1.357 -0.442 1.489
```

Values from the calculation:
**Net charge**: -1
**SMILES**: O=S(=O)(O)[C@@]1([O-])CS1
**Orbital gap**: 8.12 eV
**DFT total energy**: -1175.34602 Eh
**Energy relative to the best compared isomer or geometry (same formula, charge and spin)**: 2.575 eV
**HOMO level**: -0.17254 hartree

Results of the natural (NBO) charge analysis, in e, for atoms 1 through 6:
1. O -0.955
2. S 2.183
3. O -0.946
4. O -0.874
5. C 0.040
6. O -0.794

=====

Below is a cluster of 2 separate species, C3H7NO in total, with properties calculated with ωB97M-V/def2-TZVPD.

```
12
Properties=species:S:1:pos:R:3
C -2.445 0.634 -0.317
N -2.712 -0.061 -1.349
H -2.927 0.571 0.662
H -1.575 1.300 -0.458
H -2.944 0.489 -2.197
C 1.326 -0.467 1.678
C 2.174 -0.172 0.694
O 1.744 0.039 -0.595
H 1.756 -0.515 2.662
H 0.295 -0.758 1.533
H 3.233 -0.271 0.875
H 0.939 -0.480 -0.681
```

Values from the calculation:
**Net charge**: +1
**Orbital gap (alpha / beta)**: 4.77 / 2.90 eV
**DFT total energy**: -248.03721 Eh
**Energy relative to the best compared isomer or geometry (same formula, charge and spin)**: 3.584 eV
**Multiplicity**: 2
**HOMO level (alpha / beta)**: -0.45397 / -0.45292 hartree

Results of the natural (NBO) charge analysis, in e, for atoms 1 through 6:
1. C 0.116
2. N -0.171
3. H 0.294
4. H 0.292
5. H 0.459
6. C -0.526

=====

Below is a cluster of 2 separate species, C4H12OS in total, with properties calculated with ωB97M-V/def2-TZVPD.

```
18
Properties=species:S:1:pos:R:3
C 2.571 -0.840 0.599
C 1.561 0.103 -0.035
S 2.308 1.209 -1.258
H 3.152 -1.354 -0.166
H 3.306 -0.252 1.160
H 2.090 -1.549 1.271
H 1.106 0.718 0.737
H 0.764 -0.447 -0.543
H 2.606 2.208 -0.384
C -2.223 -0.661 0.004
O -1.442 -0.528 1.185
C -2.293 0.627 -0.799
H -3.237 -0.990 0.268
H -1.749 -1.457 -0.577
H -1.575 0.368 1.524
H -1.290 1.017 -0.987
H -2.857 1.373 -0.242
H -2.799 0.455 -1.757
```

Values from the calculation:
**Net charge**: -1
**Orbital gap (alpha / beta)**: 2.35 / 8.81 eV
**DFT total energy**: -632.96400 Eh
**Energy relative to the best compared isomer or geometry (same formula, charge and spin)**: 0.193 eV
**Multiplicity**: 2
**HOMO level (alpha / beta)**: 0.04041 / -0.19163 hartree

Results of the natural (NBO) charge analysis, in e, for atoms 1 through 6:
1. C -0.638
2. C -0.655
3. S -0.410
4. H 0.195
5. H 0.202
6. H 0.199

=====

Below is a structure of composition C39H49BClN6PRuS3Se2, with properties calculated with ωB97M-V/def2-TZVPD.

```
103
Properties=species:S:1:pos:R:3
Ru 1.365 -1.484 0.483
C -2.523 -1.867 4.022
C -2.365 -0.805 2.984
C -3.116 0.325 2.966
C -2.901 1.318 1.976
N -2.032 1.129 1.025
N -1.277 0.017 1.039
B -0.238 -0.018 -0.154
N -1.058 -0.366 -1.461
N -1.898 0.542 -1.986
C -2.640 0.186 -3.002
C -2.576 -1.124 -3.543
C -1.771 -2.060 -2.986
C -1.668 -3.466 -3.478
C -1.002 -1.630 -1.871
S -0.050 -2.731 -1.000
C -3.540 1.235 -3.642
C -4.007 2.249 -2.601
C -4.776 0.591 -4.281
C -2.720 1.929 -4.739
N 0.395 1.416 -0.291
N 0.228 2.175 -1.365
C 0.764 3.373 -1.367
C 1.438 3.875 -0.232
C 1.629 3.086 0.863
C 2.376 3.515 2.082
C 1.137 1.769 0.755
S 1.480 0.520 1.870
C 0.584 4.187 -2.642
C 1.513 5.402 -2.668
C 0.900 3.297 -3.850
C -0.871 4.667 -2.689
C -1.343 -0.925 1.991
S -0.214 -2.200 2.086
C -3.685 2.620 1.965
C -3.881 3.138 3.395
C -2.945 3.682 1.154
C -5.056 2.324 1.336
H -3.346 -1.629 4.693
H -1.605 -1.971 4.603
H -2.712 -2.835 3.555
H -3.870 0.476 3.727
H -3.183 -1.384 -4.399
H -2.319 -3.620 -4.336
H -1.945 -4.171 -2.693
H -0.639 -3.694 -3.762
H -4.751 1.800 -1.941
H -4.473 3.101 -3.099
H -3.181 2.604 -1.992
H -5.315 -0.039 -3.570
H -4.533 -0.004 -5.162
H -5.454 1.379 -4.608
H -1.846 2.424 -4.321
H -3.334 2.675 -5.245
H -2.377 1.210 -5.486
H 1.830 4.883 -0.239
H 2.654 4.565 2.017
H 3.280 2.914 2.199
H 1.774 3.363 2.980
H 2.560 5.113 -2.557
H 1.265 6.131 -1.895
H 1.409 5.907 -3.629
H 1.950 2.999 -3.844
H 0.705 3.846 -4.772
H 0.298 2.390 -3.843
H -1.089 5.333 -1.851
H -1.554 3.823 -2.637
H -1.057 5.214 -3.615
H -2.926 3.250 3.911
H -4.524 2.492 3.992
H -4.360 4.117 3.359
H -1.972 3.900 1.601
H -3.532 4.601 1.146
H -2.774 3.364 0.128
H -5.617 1.603 1.934
H -4.938 1.918 0.332
H -5.646 3.240 1.271
Se 2.404 -3.825 -0.106
P 3.760 -3.693 1.581
Se 3.336 -1.621 2.120
C 3.389 -4.860 2.903
C 3.424 -6.221 2.602
C 3.177 -7.148 3.599
C 2.901 -6.719 4.892
C 2.866 -5.366 5.189
C 3.107 -4.429 4.193
C 5.486 -3.947 1.149
C 6.444 -3.734 2.142
C 7.780 -3.944 1.857
C 8.159 -4.377 0.591
C 7.207 -4.589 -0.393
C 5.863 -4.370 -0.118
H 3.641 -6.552 1.593
H 3.200 -8.205 3.371
H 2.712 -7.446 5.670
H 2.649 -5.037 6.196
H 3.065 -3.370 4.415
H 6.146 -3.407 3.132
H 8.528 -3.777 2.621
H 9.205 -4.545 0.372
H 7.508 -4.919 -1.377
H 5.115 -4.508 -0.889
Cl 2.423 -0.575 -1.396
```

Values from the calculation:
**Net charge**: +1
**Orbital gap (alpha / beta)**: 7.32 / 6.58 eV
**DFT total energy**: -8762.78763 Eh
**Energy relative to the best compared isomer or geometry (same formula, charge and spin)**: 0.000 eV
**Multiplicity**: 2
**HOMO level (alpha / beta)**: -0.38555 / -0.38323 hartree

Results of the Mulliken charge analysis, in e, for atoms 1 through 6:
1. Ru -0.308
2. C -1.881
3. C 0.467
4. C -0.624
5. C -0.278
6. N -0.314

=====

- What is the energy relative to the best compared isomer or geometry (same formula, charge and spin) in the second record?
  1.258 eV

=====

- The lowest energy relative to the best compared isomer or geometry (same formula, charge and spin) belongs to which entry?
  C39H49BClN6PRuS3Se2

=====

- The lowest DFT total energy belongs to which entry?
  C39H49BClN6PRuS3Se2